[1]
5 unconnected molecules or ions with the total composition C20H40IO15PS4 in a non-equilibrium geometry, computed with the ωB97M-V functional and the def2-TZVPD basis.

Structure (XYZ):
```
81
Properties=species:S:1:pos:R:3
C -2.57 0.11 -3.08
C -3.34 0.97 -4.10
C -2.48 1.66 -5.12
C -2.15 1.13 -6.29
P -2.65 -0.52 -6.91
O -3.07 -1.48 -5.64
I -0.60 -1.60 -7.78
C -1.32 1.99 -7.20
O -0.81 1.59 -8.20
C -1.14 3.44 -6.89
C -1.44 3.94 -5.71
C -2.00 3.02 -4.69
O -2.05 3.35 -3.55
H -2.77 -0.95 -3.23
H -1.50 0.33 -3.03
H -2.96 0.34 -2.09
H -4.13 0.40 -4.58
H -3.85 1.76 -3.54
H -3.77 -2.08 -5.93
H -0.75 4.11 -7.64
H -1.27 4.99 -5.52
C -0.07 1.32 3.01
C -1.53 1.66 2.76
O -1.68 2.83 1.94
S -1.45 2.69 0.36
C -2.15 4.23 -0.11
O -2.28 1.63 -0.13
O -0.05 2.71 0.09
H 0.42 1.00 2.10
H 0.01 0.52 3.74
H 0.46 2.20 3.39
H -2.06 0.81 2.31
H -2.02 1.88 3.70
H -3.21 4.23 0.14
H -2.02 4.34 -1.18
H -1.63 5.03 0.42
C -4.67 -7.94 -4.70
C -4.71 -6.81 -3.69
O -3.40 -6.30 -3.40
S -2.72 -5.32 -4.45
C -1.42 -4.73 -3.42
O -3.62 -4.24 -4.73
O -2.15 -6.10 -5.51
H -4.36 -7.58 -5.68
H -5.66 -8.39 -4.80
H -3.96 -8.70 -4.39
H -5.36 -6.00 -4.03
H -5.11 -7.17 -2.75
H -1.86 -4.19 -2.58
H -0.80 -4.08 -4.02
H -0.84 -5.59 -3.06
C 5.48 0.48 2.98
C 4.71 -0.37 1.99
O 4.57 -1.73 2.44
S 3.47 -2.04 3.55
C 3.47 -3.80 3.37
O 2.21 -1.52 3.12
O 4.00 -1.71 4.84
H 4.91 0.63 3.89
H 5.69 1.47 2.55
H 6.42 0.01 3.25
H 3.73 0.06 1.77
H 5.25 -0.42 1.04
H 3.11 -4.05 2.38
H 2.80 -4.20 4.13
H 4.48 -4.16 3.53
C 4.71 2.31 8.51
C 3.25 2.58 8.23
O 3.05 3.74 7.40
S 3.32 3.59 5.83
C 2.56 5.10 5.33
O 2.55 2.49 5.33
O 4.73 3.67 5.59
H 5.24 2.01 7.60
H 4.82 1.52 9.25
H 5.20 3.21 8.88
H 2.77 1.71 7.77
H 2.72 2.79 9.16
H 1.50 5.05 5.56
H 2.71 5.20 4.26
H 3.04 5.92 5.86
```

The structure (SMILES) is CCC1=C(P(O)I)C(=O)C=CC1=O.CCOS(C)(=O)=O.CCOS(C)(=O)=O.CCOS(C)(=O)=O.CCOS(C)(=O)=O. Its total charge is 0. The HOMO energy comes out at -8.33 eV. As for the molar mass: 806.7 g mol⁻¹.

[2]
A molecular structure, C5H6O2 in a non-equilibrium geometry, computed with the ωB97M-V functional and the def2-TZVPD basis.

Structure (XYZ):
```
13
Properties=species:S:1:pos:R:3
C -1.12 -0.26 -1.25
O -1.43 0.68 0.84
C -0.18 0.83 1.18
C 0.76 -0.34 1.23
O 0.11 -1.39 0.49
C 0.15 -0.57 -0.66
C 1.01 0.43 -0.03
H -1.12 0.46 -2.07
H -1.82 -1.09 -1.32
H 0.16 1.78 1.62
H 1.43 -0.64 2.03
H 0.37 -1.08 -1.65
H 1.68 1.20 -0.40
```

Its total charge is 0. The HOMO energy (spin up / spin down) comes out at -8.00 / -8.04 eV. As for the molar mass: 98.1 g mol⁻¹. The energy relative to the best compared isomer or geometry (same formula, charge and spin) is 6.262 eV.

[3]
A molecular structure, C36H50As2BF4N2O8RuS5Se3, computed with the ωB97M-V functional and the def2-TZVPD basis.

Structure (XYZ):
```
112
Properties=species:S:1:pos:R:3
Ru -1.58 0.39 0.17
S 4.58 3.35 -2.50
C 3.20 2.63 -1.99
S 1.74 3.52 -1.65
C 0.78 2.17 -1.11
C 1.39 0.97 -1.17
S 0.64 -0.38 -0.35
S 3.02 0.92 -1.78
S -0.83 2.45 -0.55
C -3.50 3.18 1.40
Se -3.57 1.23 1.44
C -5.06 1.03 0.18
C -4.65 1.50 -1.19
Se -3.09 0.50 -1.87
C -2.71 1.89 -3.18
H -4.50 3.55 1.58
H -3.10 3.57 0.47
H -2.85 3.47 2.23
H -5.90 1.60 0.58
H -5.29 -0.03 0.21
H -4.37 2.55 -1.19
H -5.45 1.36 -1.92
H -2.56 2.85 -2.69
H -3.58 1.93 -3.83
H -1.82 1.59 -3.73
F -4.24 -1.78 0.89
B -3.47 -2.02 2.04
F -2.16 -1.43 1.75
F -3.31 -3.36 2.26
F -4.01 -1.36 3.12
C 1.46 -1.61 5.05
C 2.53 -0.55 4.83
C 3.38 -0.80 3.59
C 2.62 -0.58 2.28
N 2.34 0.84 2.05
C 1.17 1.49 2.22
Se -0.49 0.67 2.56
N 1.39 2.81 2.09
C 0.42 3.85 2.40
C 0.22 4.02 3.90
C 1.47 4.38 4.69
C 1.94 5.81 4.46
C 2.73 3.01 1.76
C 3.44 4.16 1.44
C 4.77 4.00 1.10
C 5.38 2.74 1.09
C 4.67 1.60 1.41
C 3.33 1.76 1.74
H 0.96 -1.47 6.01
H 1.90 -2.61 5.05
H 0.69 -1.58 4.28
H 3.19 -0.52 5.70
H 2.07 0.44 4.77
H 3.73 -1.83 3.59
H 4.27 -0.16 3.60
H 1.67 -1.10 2.28
H 3.19 -0.94 1.42
H -0.51 3.59 1.90
H 0.79 4.77 1.94
H -0.21 3.09 4.29
H -0.54 4.79 4.04
H 2.28 3.68 4.45
H 1.27 4.24 5.75
H 2.22 5.99 3.42
H 2.81 6.04 5.07
H 1.15 6.52 4.72
H 2.97 5.14 1.41
H 5.35 4.87 0.82
H 6.41 2.66 0.81
H 5.14 0.62 1.38
C 2.01 -3.94 1.29
O 1.11 -3.19 0.47
C 1.62 -2.74 -0.69
O 2.76 -2.89 -1.01
C 0.60 -1.89 -1.45
C 0.98 -1.66 -2.86
As 0.89 -3.21 -4.01
C 1.27 -4.76 -2.88
C -1.10 -3.41 -3.87
C -1.91 -2.98 -2.90
As -1.38 -2.27 -1.15
C -1.58 -3.96 -0.19
C -3.38 -3.16 -3.06
O -3.92 -3.56 -4.06
O -4.03 -2.83 -1.94
C -5.45 -3.03 -1.96
C -1.58 -4.19 -5.06
O -1.49 -5.38 -5.07
O -1.93 -3.52 -6.16
C -2.06 -2.10 -6.11
C 0.28 -0.60 -3.49
O -0.66 0.01 -2.98
O 0.65 -0.15 -4.72
C 1.98 -0.35 -5.21
H 1.46 -4.14 2.21
H 2.91 -3.36 1.49
H 2.29 -4.87 0.80
H 2.35 -4.88 -2.77
H 0.86 -5.61 -3.42
H 0.81 -4.72 -1.90
H -1.01 -4.74 -0.68
H -2.65 -4.19 -0.22
H -1.28 -3.84 0.85
H -5.77 -2.92 -0.93
H -5.69 -4.01 -2.35
H -5.92 -2.27 -2.60
H -2.24 -1.79 -7.13
H -1.14 -1.63 -5.74
H -2.90 -1.81 -5.49
H 2.26 0.57 -5.71
H 2.01 -1.18 -5.91
H 2.66 -0.55 -4.38
```

The multiplicity is 2. Its expectation value of S² is 0.761. Its total charge is 0. The HOMO energy (spin up / spin down) comes out at -7.12 / -7.08 eV. As for the molar mass: 1373.7 g mol⁻¹. The energy relative to the best compared isomer or geometry (same formula, charge and spin) is 0.581 eV.

[4]
2 unconnected molecules or ions with the total composition CHFO2 in a non-equilibrium geometry, computed with the ωB97M-V functional and the def2-TZVPD basis.

Structure (XYZ):
```
5
Properties=species:S:1:pos:R:3
O -2.00 0.40 0.08
C -1.10 -0.33 0.08
O -0.10 -0.89 0.07
F 1.68 0.79 0.11
H 1.51 0.04 -0.33
```

The structure (SMILES) is O=C=O.F. Its total charge is 0. The HOMO energy comes out at -13.24 eV. As for the molar mass: 64.0 g mol⁻¹. The energy relative to the best compared isomer or geometry (same formula, charge and spin) is 0.202 eV.